Record 1
95
Properties=species:S:1:pos:R:3:mulliken_charge:R:1 method="wB97M-V/def2-TZVPD" lumo_energy_ev="0.195 / -2.459" spin_multiplicity=5 e_above_lowest_kcal_mol=37.7 gap_ha="0.2875 / 0.2046" s_squared=6.059
Pd -0.30309 1.58404 0.00778 1.023
Br 1.05678 -0.80469 1.16959 -0.081
S -0.61300 4.97761 -3.72108 -0.153
S 1.42066 1.64249 -1.82651 -0.550
S -1.48952 3.25370 -1.43784 -0.283
S 1.90455 3.59551 -4.04024 -0.115
O -3.23989 0.22051 0.15786 -0.784
O 3.18607 6.84874 1.75135 -0.688
O -0.57001 -0.38504 -1.33111 0.161
O -1.56472 0.85155 1.56994 -0.671
O 1.26030 5.80842 -5.27406 -0.537
N 0.47046 3.06361 1.41766 0.147
N 4.13533 5.03266 0.76755 0.243
C -3.02236 -1.88997 -2.61265 -1.478
C -4.68229 -2.76577 5.86402 -1.531
C 4.51069 3.64029 0.69041 -0.961
C -2.99931 -1.97709 2.55978 1.234
C 1.14837 -3.33014 -0.12879 -0.370
C -4.49012 -0.68967 4.46055 -0.877
C 2.01107 -5.97220 -2.32541 -1.498
C -0.16188 -1.58459 -1.26508 -0.064
C 1.49636 3.84397 1.01259 -0.493
C 4.58474 3.20727 -0.77406 -0.743
C 1.94282 4.86575 1.85320 0.607
C 0.16074 4.43533 3.36304 -0.919
C 1.24343 5.16465 3.01513 -0.407
C 2.06836 -5.97385 0.16862 -2.142
C -0.18386 3.36666 2.51599 -0.332
C 0.92497 2.93860 -2.81615 0.252
C -2.63228 0.21776 1.22934 0.453
C -0.32504 3.62663 -2.61867 0.073
C -0.02832 -6.64344 -0.97002 -1.500
C 5.12036 5.97236 0.22902 -1.045
C 0.90496 5.00670 -4.48123 0.599
C -0.14927 -3.79848 -2.15733 -0.414
C -4.43339 1.50628 3.16993 -1.290
C 3.15805 5.64070 1.44622 0.252
C -3.23027 -0.57175 2.40175 0.378
C -3.52511 -2.70423 3.63668 -0.965
C -1.17430 -0.73872 -4.09851 -1.741
C 0.67044 -2.05382 -0.20579 -0.432
C -2.33505 -2.73036 1.44211 -0.582
C 1.19013 -5.70780 -1.02559 1.958
C 0.73551 -4.24194 -1.11430 0.127
C -0.61151 -2.52529 -2.25633 0.116
C -4.22981 -2.03555 4.66662 0.739
C -1.73125 -3.08880 -4.41472 -2.031
C -4.04527 0.08108 3.35049 0.722
C 4.68633 6.59643 -1.10295 -0.988
C -1.65194 -2.00287 -3.28920 1.966
H 5.20458 6.77027 0.99020 0.478
H -1.48806 -0.80986 -5.21693 0.280
H 2.03185 3.51834 0.14470 0.360
H 4.28362 5.82527 -1.77533 0.183
H 5.50182 3.52785 1.14431 0.366
H -4.98984 -0.11536 5.24605 0.225
H -0.99429 2.70899 2.76448 0.530
H -3.21871 -2.84039 -2.15422 0.316
H -2.13387 -4.06580 -4.09954 0.339
H -0.11275 -0.67185 -4.14071 0.429
H 3.81810 3.06793 1.35080 0.562
H 5.53166 7.04558 -1.55909 0.394
H -3.29018 -3.75867 3.67957 0.408
H -3.04686 -3.40914 0.97443 0.363
H -3.78879 -1.68524 -3.36877 0.463
H -2.35304 -2.81153 -5.25450 0.446
H 3.05519 -5.49332 0.00409 0.399
H -3.54901 2.17622 3.25169 0.099
H 6.05595 5.45566 0.07780 0.458
H -5.49007 -3.42347 5.62370 0.315
H 1.58754 5.99985 3.58140 0.563
H -4.92362 1.68244 2.23563 0.323
H -5.13437 1.77765 3.96753 0.403
H 3.98500 7.46110 -0.96116 0.327
H -0.73799 -6.46606 -1.78195 0.324
H -0.38878 4.52580 4.32686 0.398
H 2.80284 -5.17949 -2.30129 0.376
H -0.74685 -3.32374 -4.85802 0.480
H -2.97869 -1.10972 -1.82354 0.189
H 5.20364 3.97511 -1.27974 0.361
H 2.21649 -7.06362 0.21380 0.451
H -5.00775 -2.08067 6.63585 0.363
H -3.87345 -3.39707 6.25326 0.352
H 5.01395 2.24040 -0.81523 0.429
H 1.77185 -3.70186 0.66937 0.555
H 3.60542 3.17185 -1.24069 -0.025
H -1.88798 -2.02081 0.73806 -0.647
H 0.33854 -7.66702 -1.00551 0.456
H 2.52307 -6.89510 -2.23525 0.488
H -1.51678 -3.28961 1.95104 0.299
H -1.38426 0.18947 -3.61671 0.404
H 1.41766 -5.88188 -3.29782 0.255
H 1.63282 -5.65610 1.12072 0.433
H -0.55253 -4.58284 -2.80264 0.324
H -0.56170 -6.49279 0.01370 0.322

---

Record 2
95
Properties=species:S:1:pos:R:3:mulliken_charge:R:1 method="wB97M-V/def2-TZVPD" lumo_energy_ev="0.368 / -0.274" spin_multiplicity=2 e_above_lowest_kcal_mol=100.5 gap_ha="0.2460 / 0.2349" s_squared=0.760
Ru -0.74082 0.00296 -0.16418 1.544
S 1.38179 -0.48859 -1.04777 -0.178
S -1.60938 -1.29991 -1.77098 -0.688
P -0.99796 -1.68868 1.32698 1.737
O -0.90939 1.77342 -1.43660 -0.769
O -2.78614 0.37546 0.25688 -0.305
O -1.60226 3.87638 -1.64773 -0.659
O 3.38564 -0.68972 3.13210 -0.457
N 1.98683 0.20426 1.60478 -0.195
N -1.05429 1.87079 1.24434 0.127
N -0.70981 5.54458 -2.60316 -0.551
N 0.48025 5.06198 -0.67448 0.014
N 0.57316 3.61733 -2.46770 -0.298
C 0.88896 -2.50992 5.54548 -0.789
C -4.17417 -0.59930 3.66837 -0.797
C 1.57565 -1.64288 4.72495 -0.886
C -0.03510 -1.93460 2.93233 0.401
C 0.06514 4.71782 -1.88460 0.090
C 2.89806 2.93451 2.09221 -1.581
C -5.26140 -1.14000 2.99956 -0.776
C -1.70699 -4.45918 1.05675 -0.141
C -2.67929 -1.55247 2.03498 0.774
C -2.88867 -0.80928 3.18982 -0.853
C 3.09391 2.51382 -0.41285 -0.913
C -0.22872 5.99978 0.20156 -0.962
C -0.67438 -2.85108 3.77921 -0.156
C 2.11716 -0.52522 2.63465 0.323
C -0.57594 -2.27232 -4.10108 -0.776
C 1.00455 -1.24428 -2.58044 -0.196
C -1.21419 2.90060 -0.97200 0.527
C 3.36170 0.60731 1.18606 -0.382
C -0.84847 -3.41713 0.71273 1.196
C 4.26828 0.01838 2.27119 -0.601
C 2.03033 -1.55759 -3.47985 -0.764
C 0.48470 -4.98248 -0.55378 -0.727
C -0.95636 3.13261 0.53392 1.894
C 0.44627 -2.56623 -4.98085 -0.572
C -0.23827 -3.14256 5.05433 -1.071
C -5.05813 -1.87845 1.84080 -0.803
C 0.25125 -3.69500 -0.09668 -0.863
C -1.47725 -5.74587 0.59081 -0.850
C -1.78685 4.25167 1.16098 -1.270
C -1.66520 5.57262 0.42537 -0.502
C 1.14721 -1.34650 3.41898 0.297
C 3.54643 2.11360 0.98501 0.670
C -0.38092 -6.01180 -0.21510 -0.665
C 1.75751 -2.20666 -4.66771 -0.669
C -3.72252 0.74375 -0.71376 -1.316
C -0.31214 -1.61164 -2.89637 1.072
C -3.77607 -2.07418 1.35567 -0.618
H 0.04758 3.26106 -3.25285 0.362
H 0.84416 2.87199 -1.83968 0.062
H 0.92331 -2.89366 -0.37817 0.197
H 3.56926 0.12278 0.22770 0.640
H -4.46183 1.42116 -0.26265 0.291
H 4.62906 2.29055 1.02286 0.374
H -0.73203 1.92007 2.20366 0.259
H -0.20668 -7.01497 -0.58318 0.383
H -2.57769 -4.27785 1.67233 0.356
H -3.28193 1.24641 -1.58211 0.391
H -2.02623 1.50936 1.19717 0.272
H -1.57163 -3.33814 3.43707 0.224
H 0.22764 -3.07688 -5.91025 0.371
H 3.22876 3.59409 -0.55780 0.520
H -5.90297 -2.28728 1.30107 0.444
H 3.04811 -1.28498 -3.22622 0.477
H 0.33391 6.00275 1.13600 0.433
H 3.24188 2.61703 3.07881 0.407
H -1.28553 5.09024 -3.29718 0.373
H 1.81348 2.81626 2.07310 -0.004
H -6.26444 -0.98324 3.37569 0.411
H -3.62880 -2.59559 0.41726 0.584
H -1.59606 -2.55224 -4.33601 0.476
H -1.22090 6.23458 -2.07562 0.304
H -4.32329 -0.01554 4.56822 0.440
H 0.08611 3.43673 0.57886 -1.402
H -2.84103 3.96612 1.20136 0.364
H 2.48423 -1.18785 5.08299 0.531
H 2.56355 -2.44023 -5.35222 0.373
H 3.69876 2.00490 -1.16733 0.442
H -2.17663 5.46838 -0.52987 0.237
H 3.13644 3.99500 1.98574 0.523
H 2.06617 2.21748 -0.59060 -0.558
H 1.33907 -5.17261 -1.19097 0.471
H 1.24726 -2.70867 6.54720 0.389
H -0.78607 -3.85334 5.65993 0.441
H -2.16337 -6.54009 0.85700 0.430
H -0.16929 7.01631 -0.19395 0.360
H 4.80315 0.77722 2.84846 0.362
H -1.45276 4.36598 2.19982 0.392
H -2.16277 6.36657 0.98894 0.510
H -2.04689 -0.38903 3.72916 0.441
H -4.27655 -0.12798 -1.09467 0.236
H 4.98784 -0.69719 1.87377 0.281
H 1.05495 4.37324 -0.21445 0.062

---

Record 3
92
Properties=species:S:1:pos:R:3:mulliken_charge:R:1 method="wB97M-V/def2-TZVPD" lumo_energy_ev="-0.061 / -2.557" spin_multiplicity=5 e_above_lowest_kcal_mol=0.0 gap_ha="0.2489 / 0.2103" s_squared=6.072
Pd 1.00498 0.24179 0.86051 -1.568
O 2.08722 0.88870 -1.23501 -0.575
O -0.21532 -3.51585 2.78012 -0.626
O -0.99797 3.42313 2.87234 -0.654
O -2.15089 -0.66104 -1.10706 -0.717
N -0.55705 -0.03360 2.37926 1.054
N 0.23886 -2.22514 0.94656 1.419
N -1.23453 -0.23877 -3.14785 0.546
N 0.16429 2.30245 1.24770 1.304
N -0.01294 0.13826 -1.17838 1.818
C -2.44372 -5.12752 1.49686 -1.672
C -1.50320 1.02142 4.28393 -0.774
C -0.91619 1.06471 3.03280 0.408
C -1.05394 -4.85007 -1.26488 -0.476
C 1.56653 3.71287 -0.07470 0.642
C -0.20060 0.26439 -3.88351 -0.042
C -2.43970 -0.77318 -3.77003 -0.933
C -0.23827 -2.44212 2.21307 -1.344
C 1.23211 -3.23352 -0.97347 0.675
C -2.30692 3.23858 -0.05899 1.024
C -0.71720 -1.21994 2.95511 0.949
C 0.52201 5.13511 -1.72063 -1.554
C 3.23892 -2.13137 -2.07260 -2.051
C 3.43337 -3.28624 0.16938 -1.660
C -3.13161 4.32464 0.64220 -1.744
C -0.74372 4.68383 -1.36545 -0.549
C 0.02693 -4.97547 -2.12934 -1.608
C 1.66094 4.65534 -1.07506 -0.665
C 0.93718 0.70998 -3.32104 -1.468
C -0.91289 3.74854 -0.36577 0.815
C -3.58663 -3.68324 -0.20036 -1.523
C 0.12875 -3.11484 -0.04871 -0.511
C -1.28512 -1.35396 4.21121 -1.102
C -1.05633 -3.93885 -0.23050 1.264
C 2.86088 4.04153 2.02856 -1.509
C 2.60600 -0.13598 2.28528 -1.163
C 4.08428 3.38816 -0.08110 -1.953
C -1.69173 -0.21317 4.88100 -0.641
C -1.16597 -0.27450 -1.73848 -1.731
C -2.30911 -3.86308 0.63310 1.024
C 1.15255 -4.16875 -1.97958 -0.560
C -3.01536 2.74156 -1.32349 -1.405
C 1.05095 0.59680 -1.88370 1.159
C 2.52211 -2.47860 -0.76726 3.213
C 0.25779 3.25876 0.29792 0.284
C 2.78346 3.26764 0.70425 2.544
C -0.62809 2.38325 2.36496 -0.816
H 4.35857 4.43349 -0.26320 0.457
H 4.89354 2.93459 0.49517 0.404
H -2.44839 1.93915 -1.79644 0.242
H 3.68025 -4.25279 -0.28437 0.371
H 1.93708 3.94921 2.60537 0.316
H -2.55790 -6.01209 0.86236 0.368
H -2.65012 4.63427 1.57032 0.372
H -4.45708 -3.71185 0.46303 0.466
H 4.36342 -2.74143 0.35427 0.405
H 4.00724 2.86315 -1.03669 0.411
H -2.23668 -2.99063 1.27767 -0.216
H -1.78074 1.95338 4.76053 0.550
H 3.97790 -1.35063 -1.88160 0.348
H 2.94515 -3.47285 1.13122 0.374
H -1.57322 -5.26812 2.13365 0.358
H -3.33266 -5.04967 2.13012 0.433
H -2.13844 -0.28341 5.86446 0.433
H 2.29860 -1.55458 -0.27220 -1.126
H -1.38646 -2.34701 4.62991 0.595
H -1.91888 -5.48621 -1.41120 0.375
H 2.54198 -1.74973 -2.82341 0.416
H -2.22862 2.38484 0.60753 -0.018
H -0.35565 0.28485 -4.95464 0.400
H -3.70555 -4.48541 -0.93394 0.308
H 3.76246 -2.99928 -2.48907 0.563
H -3.14897 3.54737 -2.05080 0.335
H 3.57822 -0.05439 1.79893 0.255
H -3.57669 -2.72429 -0.71291 0.259
H -4.00305 2.35073 -1.06633 0.477
H 2.50341 0.61809 3.06848 0.237
H 2.65452 2.22371 0.93947 -0.946
H 1.98975 -4.29551 -2.65641 0.367
H 2.63450 5.03358 -1.36239 0.348
H -2.37479 -0.63017 -4.84623 0.385
H -2.54260 -1.83533 -3.55175 0.243
H 2.45841 -1.13388 2.69614 0.431
H -4.12992 3.94502 0.87783 0.441
H -0.00580 -5.70640 -2.92966 0.383
H 0.62664 5.86090 -2.51947 0.394
H -3.32146 -0.26742 -3.38441 0.242
H 1.74985 1.11928 -3.90454 0.527
H -1.61077 5.06160 -1.89484 0.375
H 3.03355 5.10695 1.83696 0.346
H 3.68748 3.66437 2.63700 0.402
H -3.24322 5.20190 -0.00310 0.347

---

Record 4
94
Properties=species:S:1:pos:R:3:mulliken_charge:R:1 method="wB97M-V/def2-TZVPD" charge=+1 lumo_energy_ev=-2.842 e_above_lowest_kcal_mol=37.9 gap_ha=0.2578
Tl 0.87357 0.03826 0.99237 1.079
Sb -0.85163 -1.12064 -1.84013 0.357
O 2.02077 -1.25114 -1.26373 0.547
O 3.32497 -2.51354 -2.48783 -0.275
N -0.29783 1.34906 4.55707 0.269
N 1.74217 2.65606 1.66087 -0.098
N 2.29257 1.65756 -0.81613 0.242
N 3.42787 -2.65564 -0.18263 -0.156
N -0.37963 2.16536 -0.34073 0.418
N -0.07443 -1.44444 3.43057 -0.150
N -0.42543 0.20496 5.04367 -0.387
N 2.93597 -2.23494 1.06547 -0.472
C -2.34053 3.23296 6.99487 -0.680
C -4.80893 0.04726 -0.39543 -0.595
C -1.31863 0.83886 -4.22563 -0.407
C -5.18323 -0.55614 -2.68423 -0.784
C -0.97663 1.57066 -5.35073 -0.853
C -0.42883 -0.07934 -3.68883 0.571
C -2.46943 4.43736 6.31647 -0.365
C -1.65083 2.18536 6.42427 -0.331
C -1.90973 4.59166 5.05687 -0.598
C 0.81937 -0.23224 -4.27183 -0.187
C 0.75337 -1.73394 5.67087 -0.346
C -2.96853 -0.69184 -1.76293 0.061
C -1.03313 -3.10734 -2.67823 0.693
C 0.78897 3.69076 1.26187 -0.958
C -1.19923 3.55486 4.48667 0.470
C -2.25183 -5.16844 -2.88823 -0.689
C 1.11567 -3.02574 5.38277 -0.458
C 0.01717 -5.03884 -3.65163 -0.879
C -1.06143 2.34016 5.16237 -0.201
C 3.46977 1.98386 -0.03513 -0.722
C 0.26307 1.39636 -5.94133 -0.548
C 0.07237 -3.71354 -3.25563 -0.161
C 3.11667 2.84606 1.20917 -0.915
C -2.19263 -3.84414 -2.49043 -0.537
C -5.66993 -0.10474 -1.46813 -0.549
C -3.83893 -0.85434 -2.82843 -0.236
C 1.72237 2.75456 -1.58033 -1.310
C -0.54043 3.11306 0.75637 -1.327
C 1.16297 0.49596 -5.39763 -0.888
C 0.82867 -3.54644 4.12037 -0.579
C 0.18387 2.69446 -1.57883 0.550
C 2.87497 -2.11184 -1.30283 -0.045
C -3.46413 -0.24184 -0.54773 -0.781
C -1.14423 -5.76924 -3.46183 -0.509
C 0.23727 -2.71254 3.19277 -0.709
C 4.45787 -3.35484 -2.62553 -0.940
C 0.14337 -0.95494 4.66147 0.126
H 0.94027 -1.29484 6.63807 0.433
H -1.51823 1.24826 6.94407 0.454
H -5.18473 0.38926 0.55857 0.433
H -3.46153 -1.22414 -3.77263 0.560
H 3.90167 1.03796 0.29767 0.287
H -6.71963 0.12186 -1.35423 0.395
H -2.02463 5.52676 4.52847 0.394
H 4.23617 2.52976 -0.61053 0.427
H -5.85403 -0.67854 -3.52083 0.416
H 3.70807 -2.02124 1.68917 0.235
H 3.92487 -3.53884 -0.24203 0.200
H 0.88427 -5.50414 -4.10033 0.431
H 2.13847 0.37066 -5.84613 0.433
H -3.05663 -3.37964 -2.03303 0.408
H -1.67933 2.27996 -5.76303 0.424
H -3.16063 -5.73404 -2.73933 0.410
H 1.22557 4.30236 0.47407 0.324
H 5.31147 -2.94734 -2.08293 0.387
H 2.03377 2.73926 -2.63243 0.597
H -0.02573 -3.06324 2.20127 0.769
H 3.29787 3.89926 0.96767 0.311
H 1.70027 2.53006 2.66517 0.327
H 0.52947 1.96396 -6.82003 0.408
H 1.58547 -3.64134 6.13527 0.423
H 1.53427 -0.91214 -3.83293 0.378
H -1.19133 3.95586 0.46997 0.412
H -1.30303 1.79846 -0.55693 -0.101
H 4.24737 -4.37604 -2.30393 0.349
H 2.33167 -2.93244 1.49537 0.210
H 4.67467 -3.35954 -3.69063 0.242
H -0.76093 3.65626 3.50977 0.129
H 2.45547 0.86086 -1.41803 -0.071
H -0.20483 3.69566 -1.82133 0.427
H -2.77603 3.12006 7.97577 0.380
H -2.98913 5.26196 6.77937 0.400
H -2.28673 0.98726 -3.76403 0.484
H 2.07537 3.69316 -1.15533 0.459
H 0.56267 4.37086 2.09567 0.699
H 3.80337 2.57506 2.01407 0.465
H 1.05237 -4.57344 3.88537 0.447
H 0.98267 -3.14754 -3.39813 0.304
H -1.18543 -6.80604 -3.75853 0.392
H -2.78603 -0.13074 0.29377 0.528
H -1.02133 2.56006 1.56847 0.696
H -0.11333 2.00796 -2.37453 -0.868

---

What did we get for E? Answer: -6217.232342 -3244.279351 -2139.497048 -2437.894135 hartree, in the order shown.